No. 1
{"formula": "C12H15NS", "method": "ωB97M-V/def2-TZVPD", "molar_mass_g_mol": 205.33, "fmax_ev_per_a": 3.582, "e_tot_ev": -25010.957, "de_lowest_kcal_mol": 39.3, "homo_lumo_gap_ha": 0.335, "multiplicity": 1, "homo_ev": -8.25, "species": ["C", "C", "C", "C", "C", "C", "C", "C", "C", "C", "C", "C", "H", "H", "H", "H", "H", "H", "H", "H", "H", "H", "H", "H", "H", "H", "H", "N", "S"], "coordinates": [[3.4945, -1.4293, -0.0242], [1.8139, -0.1443, 1.2559], [0.4076, 0.3353, 0.9885], [0.4910, 1.4184, -0.0348], [-2.2361, 1.0057, -0.1861], [-2.1953, 0.0459, -1.2477], [-2.8709, -1.1856, -1.2148], [-3.8350, -1.3624, -0.1882], [-4.0066, -0.2682, 0.7228], [-3.1821, 0.8294, 0.7958], [1.5792, 1.6420, -0.8077], [2.7522, 0.7251, -0.8185], [3.9534, -1.3351, -1.0066], [4.3084, -1.1841, 0.6911], [3.1083, -2.4581, 0.1847], [2.4338, 0.6655, 1.8346], [1.8501, -1.1059, 1.8138], [-0.2769, -0.4350, 0.6857], [-0.0954, 0.7124, 1.8960], [-1.5219, 0.3102, -2.0340], [-2.9073, -1.8230, -2.1087], [-4.5293, -2.1856, -0.2000], [-4.7782, -0.2943, 1.4029], [-3.3356, 1.5346, 1.6820], [1.5705, 2.4362, -1.5553], [3.6368, 1.2480, -0.4765], [3.0098, 0.3306, -1.9021], [2.4108, -0.3918, -0.0381], [-1.0497, 2.3635, -0.1105]], "forces_ev_per_angstrom": [[-0.6, 1.0, 0.2], [1.1, 0.3, 0.6], [0.2, 0.6, 1.1], [-0.1, 0.2, -0.7], [0.6, -0.8, -1.0], [0.4, 0.3, 1.2], [-1.4, 1.2, 0.2], [0.7, 2.4, -0.1], [0.9, -2.1, -1.7], [-0.2, 1.1, 1.3], [-1.6, 0.5, -0.2], [-0.2, -0.2, -1.7], [0.0, -0.6, -0.1], [-0.4, -0.1, 0.0], [0.2, 0.9, -0.3], [-1.0, -1.2, -0.6], [-0.1, 0.7, -0.2], [0.0, -0.7, -0.5], [0.4, 0.2, -0.1], [0.3, -0.2, -0.6], [0.5, 0.1, 0.6], [0.0, -0.2, 0.2], [-1.7, -0.4, 1.5], [0.4, -0.9, -1.6], [-0.1, 0.0, 0.3], [0.7, 0.4, 0.2], [-0.7, 1.0, 1.8], [1.3, -3.3, 0.6], [0.1, -0.1, -0.5]], "lowdin_charge": [-0.069, -0.198, -0.216, -0.511, -0.539, -0.094, -0.073, -0.053, -0.091, -0.132, -0.082, -0.247, 0.064, 0.083, 0.092, 0.155, 0.124, 0.103, 0.118, 0.094, 0.106, 0.091, 0.069, 0.136, 0.104, 0.111, 0.160, -0.254, 0.945]}

---

No. 2
{"formula": "C12H16BrN5O9PPdS2", "method": "ωB97M-V/def2-TZVPD", "molar_mass_g_mol": 655.72, "charge": -1, "fmax_ev_per_a": 2.582, "e_tot_ev": -143066.575, "de_lowest_kcal_mol": 51.1, "homo_lumo_gap_ha": [0.207, 0.207], "multiplicity": 1, "homo_ev": [-5.58, -5.58], "species": ["Pd", "O", "S", "O", "O", "C", "C", "C", "C", "C", "C", "S", "O", "O", "O", "H", "H", "H", "H", "N", "C", "P", "O", "O", "C", "N", "H", "H", "H", "H", "H", "H", "H", "H", "H", "H", "N", "C", "O", "C", "C", "N", "C", "N", "H", "H", "Br"], "coordinates": [[-0.6591, 0.3472, 1.5122], [0.5133, 0.4825, 3.4658], [0.1196, -0.9462, 3.4973], [0.6714, -1.7082, 4.5768], [-1.3199, -1.0476, 3.2607], [0.8987, -1.5069, 1.9476], [2.2493, -1.1517, 1.8375], [2.9594, -1.4419, 0.6965], [2.3328, -2.0829, -0.3672], [1.0077, -2.4627, -0.2773], [0.2723, -2.1998, 0.8782], [-1.3176, -3.0799, 0.9099], [-1.2968, -3.9367, 2.0472], [-1.4428, -3.6831, -0.3970], [-2.4325, -2.0237, 1.0377], [2.7092, -0.6249, 2.6661], [4.0005, -1.1516, 0.6230], [2.8929, -2.3074, -1.2667], [0.5163, -2.9931, -1.0788], [-3.4315, -1.4285, -1.6315], [-3.5548, 0.0419, -1.5047], [-1.8920, 0.7427, -1.8056], [-1.5022, 0.5403, -3.2265], [-0.9244, 0.2176, -0.7533], [-2.1358, 2.5436, -1.4744], [-0.8493, 3.1577, -1.0334], [-4.3221, -1.8849, -1.7678], [-2.9073, -1.8479, 0.1398], [-2.8184, -1.6765, -2.4029], [-3.8905, 0.3156, -0.5025], [-4.2386, 0.4652, -2.2460], [-2.8612, 2.6558, -0.6764], [-2.4898, 3.0332, -2.3820], [-0.2585, 2.5494, -0.2622], [-0.9891, 4.0703, -0.6155], [-0.1945, 3.2231, -1.8086], [1.7627, 1.1583, -1.6227], [1.9968, 1.5708, -0.3266], [0.9900, 1.8947, 0.3819], [3.3166, 1.6686, 0.1324], [4.3885, 1.2922, -0.7183], [5.2369, 0.9938, -1.4469], [3.6219, 2.1257, 1.4452], [3.9292, 2.4791, 2.5011], [0.9227, 0.5902, -1.6968], [2.5598, 0.7758, -2.1091], [-2.1399, 2.2505, 1.8440]], "forces_ev_per_angstrom": [[0.0, 1.0, -2.4], [-0.2, 0.0, 0.0], [-0.2, -0.7, 0.9], [0.1, 0.0, 0.0], [0.2, -0.7, 0.7], [-0.7, 0.0, -0.1], [-0.1, 0.2, 0.0], [0.2, 0.0, 0.0], [0.0, 0.0, 0.0], [0.0, 0.1, 0.0], [-0.1, 0.1, 0.3], [0.6, -0.7, -0.7], [-0.1, 0.3, 0.1], [0.0, 0.2, 0.4], [-1.2, 0.6, -0.7], [0.0, 0.0, -0.1], [0.0, -0.1, 0.0], [0.0, 0.0, 0.0], [0.1, 0.0, 0.0], [0.1, 0.3, 0.7], [0.1, -0.3, -0.3], [0.1, -0.2, -0.1], [-0.1, 0.0, 0.1], [-0.3, 0.1, 0.9], [0.1, -0.1, -0.1], [0.4, -0.9, 0.9], [-0.1, 0.1, -0.1], [1.0, -0.4, 0.4], [0.0, 0.0, 0.1], [0.0, -0.1, 0.0], [0.0, 0.1, 0.0], [0.0, 0.1, 0.1], [0.1, 0.0, 0.0], [-0.1, 0.2, -0.9], [0.0, 0.1, 0.0], [0.1, 0.1, -0.1], [-0.1, -0.1, 0.0], [-0.7, 0.3, 0.0], [0.5, 0.4, -0.1], [0.5, 0.1, 0.1], [-0.1, 0.1, 0.1], [-0.1, -0.1, 0.1], [0.0, 0.0, -0.1], [-0.1, -0.1, -0.2], [-0.1, 0.1, 0.0], [0.0, 0.0, 0.0], [0.3, -0.5, 0.2]], "lowdin_charge": [0.682, -0.362, 0.411, -0.276, -0.376, -0.274, -0.041, -0.056, -0.042, -0.060, -0.232, 0.584, -0.242, -0.307, -0.214, 0.128, 0.112, 0.115, 0.109, -0.035, -0.302, 0.387, -0.340, -0.405, -0.267, 0.076, 0.084, 0.085, 0.081, 0.080, 0.087, 0.009, 0.098, 0.075, 0.134, 0.139, 0.171, -0.505, -0.138, -0.234, -0.270, 0.118, -0.231, 0.131, 0.064, 0.082, 0.164]}

---

No. 3
{"formula": "C12H16Cl2N2O2PPm", "method": "ωB97M-V/def2-TZVPD", "molar_mass_g_mol": 467.15, "charge": 2, "fmax_ev_per_a": 4.844, "e_tot_ev": -70653.290, "homo_lumo_gap_ha": [0.294, 0.311], "multiplicity": 5, "s_squared": 6.007, "homo_ev": [-16.14, -16.14], "species": ["C", "C", "H", "H", "H", "O", "Cl", "Pm", "P", "C", "C", "H", "H", "H", "C", "H", "H", "H", "H", "H", "H", "C", "O", "Cl", "N", "C", "C", "C", "C", "C", "N", "C", "H", "H", "H", "H"], "coordinates": [[-0.0964, -4.1949, -4.1922], [0.1669, -3.3164, -3.0393], [-1.1715, -4.3436, -4.3005], [0.3940, -5.1602, -4.0211], [0.3026, -3.7670, -5.1214], [-0.6585, -2.7051, -2.3221], [1.8857, -3.1862, -2.6215], [0.2448, -1.3521, -0.5593], [-0.0375, 1.5066, -1.5564], [-1.3532, 2.7719, -1.6335], [1.3989, 2.6510, -1.4642], [0.8622, 0.3262, -3.5000], [0.1620, 1.9110, -3.9886], [-0.9067, 0.5137, -3.6205], [0.0272, 1.0225, -3.3460], [2.3271, 2.0708, -1.4609], [1.3970, 3.3642, -2.3033], [-1.1735, 3.5039, -2.4365], [-1.3851, 3.3058, -0.6801], [1.3367, 3.2059, -0.5188], [-2.3307, 2.3141, -1.7918], [-1.6269, 0.1946, 0.2345], [-2.2398, 0.8294, 0.9801], [2.6909, -0.6601, -0.6882], [3.2594, 0.2581, 5.4269], [2.4364, -0.2449, 4.7610], [1.3964, -0.8672, 4.0010], [0.4434, -1.6599, 4.6460], [-0.6023, -2.2057, 3.9195], [-0.6695, -1.9547, 2.5478], [0.3148, -1.2609, 1.9092], [1.2952, -0.6536, 2.6315], [0.5015, -1.8390, 5.7119], [-1.3567, -2.8165, 4.3918], [-1.5204, -2.3273, 1.9583], [2.0044, -0.0108, 2.1142]], "forces_ev_per_angstrom": [[-0.7, -0.1, 0.0], [-0.5, 0.6, 1.0], [0.1, 0.0, 0.0], [0.0, 0.2, -0.1], [0.1, 0.0, 0.3], [1.7, -1.2, -1.5], [-0.9, 0.0, 0.0], [1.4, 0.9, -0.1], [0.9, 1.5, -1.8], [-0.5, -0.2, 0.4], [0.3, -0.4, 0.5], [-0.1, 0.2, -0.1], [0.0, -0.4, 0.4], [0.2, 0.2, -0.1], [-0.1, -0.4, 0.2], [-0.1, 0.2, 0.0], [-0.2, -0.3, 0.3], [0.2, -0.4, 0.2], [0.0, 0.0, -0.1], [0.1, -0.1, -0.2], [0.0, 0.1, 0.0], [-3.0, 1.7, 3.4], [2.1, -1.8, -2.8], [-0.8, 0.0, 0.2], [-2.0, -1.2, -1.7], [2.1, 1.3, 1.7], [-0.3, 0.1, 0.0], [-0.1, -0.1, -0.1], [-0.1, 0.2, -0.8], [0.9, 0.0, 0.6], [-0.5, 0.3, 0.3], [-0.5, -0.7, -0.1], [0.1, 0.1, 0.0], [-0.1, 0.1, 0.1], [0.5, 0.1, 0.1], [-0.1, -0.3, -0.1]], "lowdin_charge": [-0.028, -0.736, 0.113, 0.118, 0.127, -0.180, 0.735, 1.345, 0.728, -0.257, -0.254, 0.034, 0.074, 0.050, -0.260, 0.011, 0.072, 0.077, 0.060, 0.062, 0.053, -0.170, 0.142, -0.079, 0.222, -0.139, -0.174, 0.052, 0.004, -0.118, -0.140, -0.055, 0.148, 0.131, 0.121, 0.110]}